Version a
ORCA calculation (ωB97M-V/def2-TZVPD) on a gas-phase ion, C5H12NS2 (charge +1).

- HOMO: -0.50009 Eh
- SMILES: C[NH2+][C@]1(C)S[C@]1(C)S
- Frontier orbital gap: 10.252 eV
- Net charge: +1

```
20
C5H12NS2 ωB97M-V/def2-TZVPD
C 0.6135 1.7589 -1.6087
N 0.1348 0.3808 -1.2995
C -0.2234 0.2795 0.1728
C -1.5895 0.9541 0.5090
S 1.2069 0.5213 1.3095
C 0.3704 -0.9646 0.7946
C -0.3103 -1.9555 1.6349
S 1.3954 -2.0617 -0.4726
H -0.2912 2.4090 -1.7016
H 1.2842 1.9959 -0.7527
H 1.2279 1.9648 -2.5903
H 1.0965 -0.1908 -1.3237
H -0.3591 -0.2775 -1.9408
H -2.2912 0.6479 -0.1964
H -1.5001 2.0733 0.4449
H -1.9537 0.6287 1.5696
H 0.3640 -2.5434 2.3821
H -0.6983 -2.8030 1.1142
H -1.0808 -1.4702 2.1890
H 2.6040 -1.3475 -0.2343
```

The net atomic charges from Löwdin, expressed in e, are:
1 C -0.04
2 N -0.06
3 C -0.66
4 C -0.02
5 S 0.99
6 C -0.93
7 C -0.15
8 S 0.77
9 H 0.11
10 H 0.07
11 H 0.15
12 H 0.07
13 H 0.19
14 H 0.06
15 H 0.10
16 H 0.13
17 H 0.14
18 H 0.07
19 H 0.07
20 H -0.06


Version b
ORCA calculation (ωB97M-V/def2-TZVPD) on 2 unconnected molecules or ions with the total composition C5H12NS2.

- HOMO: -0.45652 Eh
- Frontier orbital gap: 8.861 eV
- Net charge: +1

```
20
C5H12NS2 ωB97M-V/def2-TZVPD
C -0.4757 -0.5507 -1.4526
C -0.9513 -1.7009 -0.6339
C -1.5152 0.6274 0.6024
C 2.4925 0.7447 0.3339
C 2.0606 0.2546 1.4846
N -0.4517 0.6023 -0.5473
S -1.5134 -1.0824 1.0716
S -3.1167 1.2032 0.0411
H 0.5360 -0.5105 -1.8034
H -1.0434 -0.5357 -2.4651
H -1.7471 -2.2163 -1.0869
H -0.0796 -2.5015 -0.6004
H 3.1806 0.1919 -0.2661
H 2.2249 1.7644 -0.1059
H -0.1593 -1.0212 1.3821
H 1.3392 0.8027 2.1786
H 2.3249 -0.6068 2.0908
H 0.4216 0.5805 -0.0051
H -0.4889 1.5930 -1.0332
H -3.0380 2.3612 0.8147
```

The net atomic charges from Löwdin, expressed in e, are:
1 C -0.22
2 C -0.32
3 C -0.92
4 C -0.07
5 C -0.09
6 N -0.11
7 S 1.07
8 S 0.67
9 H 0.12
10 H 0.18
11 H 0.06
12 H 0.15
13 H 0.06
14 H 0.10
15 H -0.02
16 H 0.09
17 H 0.07
18 H 0.04
19 H 0.22
20 H -0.09


Computed energies relative to the best structure, in kcal/mol: version a 0.0; version b 60.2


Version a
ORCA calculation (ωB97M-V/def2-TZVPD) on 2 unconnected molecules or ions with the total composition C4H7N2O2.

- HOMO: -0.53488 Eh
- Frontier orbital gap: 10.225 eV
- Net charge: +1

```
15
C4H7N2O2 ωB97M-V/def2-TZVPD
C 0.6958 -1.1374 -0.5737
C -1.8500 0.4944 -0.2700
C -2.7358 -0.2060 0.3657
C 0.2336 -0.0487 -0.0285
N -4.1711 0.2224 0.3579
N 0.9523 0.9374 0.7611
O -4.4157 1.2915 -0.1207
O -4.9232 -0.5511 0.8725
H 1.7342 -1.4371 -0.4829
H 0.0691 -1.7970 -1.1485
H -1.9001 1.3865 -0.8627
H -2.5856 -1.1142 0.9310
H 0.8137 1.8830 0.3729
H 1.9635 0.7203 0.7574
H 0.6114 0.9400 1.7341
```

The net atomic charges from Löwdin, expressed in e, are:
1 C 0.07
2 C 0.16
3 C -0.04
4 C -0.16
5 N -0.41
6 N 0.20
7 O 0.11
8 O 0.13
9 H 0.09
10 H 0.09
11 H 0.08
12 H 0.13
13 H 0.18
14 H 0.19
15 H 0.19


Version b
ORCA calculation (ωB97M-V/def2-TZVPD) on a gas-phase ion, C4H7N2O2 (charge +1).

- HOMO: -0.49775 Eh
- SMILES: [NH2+]=C/C=C\N=C(O)O
- Frontier orbital gap: 8.772 eV
- Net charge: +1

```
15
C4H7N2O2 ωB97M-V/def2-TZVPD
N 0.2260 -1.7040 -1.1795
C 0.2155 -0.6882 -1.9854
C 0.0868 0.6624 -1.6727
C 0.1097 1.3176 -0.4281
N 0.2943 0.7303 0.6697
C 0.1620 0.3467 1.8487
O -1.3788 0.1922 2.3105
O 1.0679 -0.1473 2.6512
H 0.0588 -1.5090 -0.1525
H -0.0097 -2.6939 -1.5668
H 0.1318 -0.7955 -3.0589
H 0.0947 1.3291 -2.4228
H -0.1188 2.3604 -0.3759
H -1.6727 0.9140 1.8563
H 0.7325 -0.3148 3.5063
```

The net atomic charges from Löwdin, expressed in e, are:
1 N 0.16
2 C -0.12
3 C -0.04
4 C -0.06
5 N 0.17
6 C -0.26
7 O 0.07
8 O 0.23
9 H 0.14
10 H 0.19
11 H 0.14
12 H 0.07
13 H 0.15
14 H 0.02
15 H 0.13


Version c
ORCA calculation (ωB97M-V/def2-TZVPD) on a gas-phase ion, C4H7N2O2 (charge +1).

- HOMO (spin up / spin down): -0.53049 / -0.49303 Eh
- Frontier orbital gap (spin up / spin down): 9.573 / 7.536 eV
- Net charge: +1

```
15
C4H7N2O2 ωB97M-V/def2-TZVPD
C 0.7473 1.4021 0.1726
C 1.1652 -0.1220 0.0420
C -1.0236 -1.2730 0.3427
C -1.8512 -0.0637 0.5963
N -0.3893 2.0026 -0.1799
N 0.0563 -1.0072 -0.5469
O -2.2585 -1.0239 -0.3073
O -1.3997 1.1869 -0.0585
H 1.1019 1.8193 1.1985
H 1.3584 2.0568 -0.4146
H 1.8769 -0.1962 -0.6854
H 1.5173 -0.4850 1.0364
H -0.9842 -2.1257 1.1019
H -0.4042 -0.3667 -1.2884
H 0.4873 -1.8043 -1.0095
```

The net atomic charges from Löwdin, expressed in e, are:
1 C -0.21
2 C 0.00
3 C -0.23
4 C -0.01
5 N 0.09
6 N 0.11
7 O 0.10
8 O -0.05
9 H 0.19
10 H 0.13
11 H 0.10
12 H 0.16
13 H 0.21
14 H 0.23
15 H 0.20


Computed energies relative to the best structure, in kcal/mol: version a 117.3; version b 0.0; version c 148.8


Version a
ORCA calculation (ωB97M-V/def2-TZVPD) on a single C4H3NO molecule.

- HOMO: -0.40917 Eh
- SMILES: C#C[C@H](O)C#N
- Frontier orbital gap: 11.617 eV
- Net charge: 0

```
9
C4H3NO ωB97M-V/def2-TZVPD
C -0.2747 1.0196 1.8546
C -0.2273 0.4316 0.8056
C -0.2440 -0.3604 -0.4382
O 0.1644 -1.6912 -0.2629
C 0.4241 0.3290 -1.5745
N 0.7452 0.8516 -2.5543
H -0.3311 1.5518 2.7812
H -1.2727 -0.4180 -0.8059
H 1.0160 -1.7139 0.1944
```

The net atomic charges from Löwdin, expressed in e, are:
1 C 0.14
2 C -0.07
3 C -0.40
4 O 0.00
5 C -0.15
6 N 0.16
7 H 0.04
8 H 0.16
9 H 0.11


Version b
ORCA calculation (ωB97M-V/def2-TZVPD) on a single C4H3NO molecule.

- HOMO: -0.38172 Eh
- SMILES: O=C1C=CC=N1
- Frontier orbital gap: 9.100 eV
- Net charge: 0

```
9
C4H3NO ωB97M-V/def2-TZVPD
O 1.9473 0.0974 -0.2311
C 0.7497 -0.0731 0.1211
C -0.0859 1.0825 0.2015
C -1.3438 0.7513 -0.1493
C -1.1608 -0.7707 -0.1553
N -0.0173 -1.2918 0.2514
H -0.0604 2.3542 0.4082
H -2.1846 1.3280 -0.1451
H -2.1680 -1.3590 -0.2822
```

The net atomic charges from Löwdin, expressed in e, are:
1 O 0.09
2 C -0.45
3 C -0.05
4 C -0.02
5 C -0.11
6 N 0.14
7 H 0.20
8 H 0.07
9 H 0.14


Version c
ORCA calculation (ωB97M-V/def2-TZVPD) on 2 unconnected molecules or ions with the total composition C4H3NO.

- HOMO: -0.37479 Eh
- Frontier orbital gap: 9.257 eV
- Net charge: 0

```
9
C4H3NO ωB97M-V/def2-TZVPD
O -1.2209 1.2457 -0.5201
C -0.5226 0.1193 -0.4821
C 0.8977 0.2329 -0.3212
C 2.0902 0.3312 -0.1742
C -1.2233 -1.3841 0.9027
N -1.5603 -2.1617 1.7072
H -0.7100 1.9942 -0.1620
H -1.0005 -0.7668 -0.8268
H 3.1494 0.3697 -0.0201
```

The net atomic charges from Löwdin, expressed in e, are:
1 O 0.09
2 C -0.23
3 C -0.08
4 C 0.18
5 C -0.18
6 N -0.02
7 H 0.14
8 H 0.06
9 H 0.05


Computed energies relative to the best structure, in kcal/mol: version a 0.0; version b 11.5; version c 58.9


Version a
ORCA calculation (ωB97M-V/def2-TZVPD) on a single C4H3NO molecule.

- HOMO (spin up / spin down): -0.35972 / -0.33043 Eh
- Frontier orbital gap (spin up / spin down): 8.743 / 8.308 eV
- Net charge: 0

```
9
C4H3NO ωB97M-V/def2-TZVPD
O 1.0551 1.7305 0.7146
C -0.3532 0.3510 -0.5763
C -0.2479 -1.0459 -0.5063
C -0.1283 -2.2487 -0.4659
C -0.1999 1.2168 0.5438
N -1.3207 1.4007 1.0322
H 1.5440 1.0790 1.2323
H -0.2851 0.8303 -1.5538
H -0.0640 -3.3137 -0.4207
```

The net atomic charges from Löwdin, expressed in e, are:
1 O 0.07
2 C -0.03
3 C -0.13
4 C 0.14
5 C -0.63
6 N 0.30
7 H 0.11
8 H 0.13
9 H 0.04


Version b
ORCA calculation (ωB97M-V/def2-TZVPD) on a single C4H3NO molecule.

- HOMO: -0.38992 Eh
- SMILES: C=CC(=O)C#N
- Frontier orbital gap: 9.994 eV
- Net charge: 0

```
9
C4H3NO ωB97M-V/def2-TZVPD
C 0.0637 1.4553 -0.5829
C 0.6424 0.3634 -0.0657
C -0.0727 -0.8183 0.9442
O -0.1119 -0.5953 2.1078
C -0.6522 -1.8102 0.1404
N -1.3325 -2.3024 -0.6325
H 0.7593 2.0220 -1.1953
H -1.0338 1.5725 -0.6699
H 1.7377 0.1130 -0.0461
```

The net atomic charges from Löwdin, expressed in e, are:
1 C 0.00
2 C -0.07
3 C -0.38
4 O 0.14
5 C -0.15
6 N 0.21
7 H 0.06
8 H 0.08
9 H 0.11


Computed energies relative to the best structure, in kcal/mol: version a 58.8; version b 0.0